ORCA calculation (wB97M-V/def2-TZVPD) on C3H3NO in the gas phase.

```
8
Properties=species:S:1:pos:R:3:mulliken_charge:R:1
O 2.25585 0.21137 -0.19231 -0.525
C 1.28879 -0.50753 0.00828 0.145
N 0.11610 -0.07838 0.50523 -0.278
C -0.81713 0.98539 0.00110 -0.271
C -1.43503 -0.15801 -0.06087 -0.231
H 1.40794 -1.53349 -0.10991 0.350
H -0.64105 1.97721 -0.12370 0.411
H -2.17547 -0.89657 -0.02782 0.399
```

The value obtained for the HOMO energy is -9.02 eV. The LUMO energy is 0.657 eV. The calculation puts the energy above the lowest of the compared OMol25 structures with the same formula, charge and spin at 378.5 kJ/mol. The frontier orbital gap is 0.3556 Eh.


ORCA calculation (wB97M-V/def2-TZVPD) on a molecular structure, C20H19CeCl4N5O6.

```
55
Properties=species:S:1:pos:R:3:mulliken_charge:R:1
Ce -0.31020 -1.36488 0.53766 0.599
O 1.89400 -0.93908 4.20176 -0.703
C 1.50370 -0.95558 3.04466 0.672
O 0.31340 -0.89378 2.62486 -0.454
C 2.60420 -1.00678 1.94426 0.328
C 3.94080 -1.05548 2.32766 -0.809
C 4.92210 -1.07518 1.35436 -0.369
C 4.53010 -1.05338 0.02216 -0.845
C 3.17530 -1.01598 -0.27094 -0.405
N 2.22450 -0.97958 0.66236 0.404
H 4.16410 -1.07548 3.38276 0.593
H 5.96730 -1.10288 1.61836 0.443
H 5.25820 -1.06788 -0.77474 0.447
H 2.81820 -1.00208 -1.29694 0.573
Cl -5.99490 -1.10398 -3.27624 -0.195
C -4.34420 -1.04158 -2.77954 0.283
C -3.33400 -1.03208 -3.72024 0.290
Cl -3.71390 -1.10258 -5.40284 -0.195
C -2.00720 -0.97128 -3.29424 0.273
Cl -0.74010 -0.95488 -4.47174 -0.207
C -1.63880 -0.94178 -1.94834 -0.051
O -0.38630 -0.86308 -1.56984 -0.459
C -2.69860 -0.98078 -0.95964 0.360
O -2.41230 -0.96548 0.31206 -0.740
C -4.01780 -1.00818 -1.42424 0.283
Cl -5.28220 -1.03068 -0.24644 -0.199
C -1.48320 1.88752 0.30506 -0.827
N -1.50600 3.34562 0.29376 0.145
C -0.95770 3.83362 1.55086 -0.614
N 0.41320 3.37832 1.75286 0.126
C 0.41500 1.92092 1.75526 -0.828
N -0.11150 1.36332 0.49286 1.282
C 0.71580 1.88912 -0.61154 -0.794
N 0.71820 3.34812 -0.64274 0.071
C -0.65750 3.81222 -0.79394 -0.694
C 1.22470 3.83742 0.63356 -0.743
H -1.87750 1.52892 -0.65374 0.106
H -2.12540 1.52102 1.11686 0.281
H -1.57570 3.46942 2.37616 0.340
H -0.97180 4.92892 1.54806 0.343
H -0.19710 1.56392 2.59146 0.242
H 1.44750 1.57822 1.89956 0.135
H 0.32500 1.50792 -1.56244 0.130
H 1.74970 1.54272 -0.48254 0.271
H -1.05560 3.44192 -1.74234 0.360
H -0.66130 4.90762 -0.80544 0.349
H 1.22630 4.93262 0.62016 0.344
H 2.25050 3.48032 0.77036 0.340
C -0.90600 -5.64828 -0.58244 -0.723
O -0.80600 -4.24328 -0.37184 -0.243
C 0.08920 -3.81578 0.64206 0.495
O 0.68540 -4.72338 1.21926 -0.605
H -1.53240 -5.78998 -1.46124 0.214
H -1.35790 -6.13278 0.28886 0.285
H 0.08650 -6.08198 -0.74384 0.294
```

The value obtained for the HOMO energy (alpha / beta) is -8.30 / -8.30 eV. The LUMO energy (alpha / beta) is -1.809 / -1.807 eV. The frontier orbital gap (alpha / beta) is 0.2386 / 0.2387 Eh.


ORCA calculation (wB97M-V/def2-TZVPD) on 2 unconnected molecules or ions with the total composition C4H11NO.

```
17
Properties=species:S:1:pos:R:3:mulliken_charge:R:1
C -1.48275 -0.17815 1.29949 -0.754
C -0.32119 0.00342 2.22226 0.567
N 0.83662 0.57219 1.74526 -0.360
O -0.37521 -0.41452 3.36058 -0.594
H -1.52869 0.24073 0.29567 0.175
H -2.43694 0.17227 1.69852 0.329
H -1.61866 -1.26289 1.25993 0.246
H 1.62341 0.66683 2.33676 0.204
H 1.01018 0.56364 0.75846 0.157
C 0.89107 -0.67070 -1.74224 -0.867
C 0.22011 0.67853 -2.00447 -0.775
H 1.27829 -0.88707 -0.75614 0.296
H 0.27039 -1.54267 -1.98326 0.259
H 1.68106 -0.81737 -2.48896 0.311
H 0.51128 1.40257 -1.24530 0.298
H -0.82988 0.55166 -1.70173 0.177
H 0.27091 0.92153 -3.05484 0.332
```

The value obtained for the HOMO energy is -9.82 eV. The LUMO energy is 0.883 eV. The calculation puts the energy above the lowest of the compared OMol25 structures with the same formula, charge and spin at 55.8 kJ/mol. The frontier orbital gap is 0.3934 Eh.


ORCA calculation (wB97M-V/def2-TZVPD) on a molecular structure, C39H60N2P3SiSn.

```
106
Properties=species:S:1:pos:R:3:mulliken_charge:R:1
Sn 0.75198 0.78420 -0.12741 0.689
C -3.25786 1.89267 -3.11241 -1.689
C -1.95728 1.68385 -2.34991 1.444
C -0.96136 1.05247 -3.30065 -1.880
P -1.94542 0.53636 -0.88554 -0.060
C -3.21736 1.09331 0.28456 1.627
C -4.63427 0.65452 -0.05447 -1.338
C -3.03061 2.63162 0.49775 -1.578
C -2.21606 -1.24216 -1.19833 0.471
C -3.22905 -1.65686 -2.05409 -0.311
C -3.54876 -2.98418 -2.16779 -0.878
C -2.72975 -3.92233 -1.47526 -0.674
C -1.74752 -3.52355 -0.57013 -0.682
C -1.45450 -2.15262 -0.42544 0.624
Si -0.09170 -1.52458 0.72138 -1.386
C -1.03142 -1.35921 2.33850 0.790
C -1.95905 -2.34130 2.74059 -0.040
C -2.86336 -2.13238 3.77979 -1.120
C -2.97813 -0.90853 4.37440 -0.991
C -2.03430 0.10600 4.02456 -0.963
C -1.10369 -0.12468 3.01173 0.399
P 0.15537 1.12900 2.60086 0.293
C -0.27949 2.83420 3.30846 0.759
C -0.10644 2.91618 4.83385 -1.757
C 0.43459 3.98355 2.54649 -1.635
C 1.62913 0.60623 3.56884 1.013
C 2.86338 0.51485 2.72340 -1.232
C 1.57181 -0.56681 4.55768 -1.823
C 1.21685 -2.93586 0.96556 1.303
C 1.25037 -3.67517 2.19252 -0.868
C 2.17573 -4.69193 2.43501 -1.097
C 3.09356 -5.03994 1.45881 -0.955
C 3.07032 -4.35805 0.25946 -0.640
C 2.15092 -3.34422 -0.01673 0.513
P 2.16906 -2.32589 -1.61485 0.519
C 1.96547 -3.55875 -2.97662 0.987
C 2.05687 -2.87016 -4.34900 -1.685
C 0.73596 -4.41808 -2.83010 -1.539
C 3.85355 -1.75674 -1.88578 0.637
C 4.88269 -2.89945 -2.17250 -2.064
C 4.35646 -0.80438 -0.79552 -1.461
H -4.10231 2.27863 -2.54434 0.342
H -3.54917 1.06254 -3.70881 0.361
H -3.02160 2.64449 -3.86191 0.532
H -1.50119 2.62398 -1.98082 -0.044
H -1.26039 0.04535 -3.61898 0.263
H -0.00213 0.90134 -2.88670 0.367
H -0.82708 1.66891 -4.19242 0.552
H -3.00096 0.65110 1.29298 -0.564
H -5.00372 1.28906 -0.85609 0.267
H -5.31311 0.84716 0.84341 0.398
H -4.70209 -0.45047 -0.26815 0.337
H -3.38343 3.17314 -0.36026 0.363
H -1.93083 2.79324 0.63045 0.244
H -3.48467 3.02285 1.38272 0.436
H -3.79615 -0.93697 -2.61381 0.357
H -4.30750 -3.40117 -2.86081 0.365
H -2.86762 -4.99946 -1.69086 0.377
H -1.23762 -4.30212 -0.06712 0.584
H -1.79976 -3.30141 2.25465 0.457
H -3.47070 -2.89448 4.19743 0.492
H -3.75747 -0.64939 5.08933 0.421
H -2.08135 1.00740 4.55862 0.473
H -1.34114 2.85106 3.07298 0.298
H 0.92110 3.21595 5.04428 0.484
H -0.31165 2.02038 5.43347 0.349
H -0.74183 3.74843 5.19867 0.410
H 1.49312 3.93238 2.65155 0.336
H 0.04360 4.91509 2.96244 0.442
H 0.22808 3.89067 1.49848 0.381
H 1.74501 1.46323 4.24822 0.409
H 2.84014 -0.40345 2.12389 0.163
H 3.76168 0.51840 3.39779 0.540
H 2.97391 1.37362 2.02592 0.179
H 1.36887 -1.51532 4.01465 0.285
H 0.82301 -0.50437 5.30815 0.373
H 2.53436 -0.68663 5.01066 0.529
H 0.49823 -3.58555 2.94785 0.367
H 2.10669 -5.29874 3.29505 0.478
H 3.71738 -5.89490 1.66553 0.398
H 3.75280 -4.56643 -0.57609 0.343
H 2.85750 -4.29129 -2.90057 0.115
H 1.49777 -1.92314 -4.27624 0.194
H 1.69542 -3.48756 -5.09431 0.575
H 3.06170 -2.72283 -4.61974 0.356
H -0.19547 -3.90026 -2.97933 0.281
H 0.55256 -4.82040 -1.76220 0.221
H 0.74332 -5.24756 -3.59330 0.475
H 3.81207 -1.21632 -2.83416 0.601
H 5.40988 -3.15143 -1.24464 0.442
H 5.65494 -2.45446 -2.74218 0.505
H 4.47354 -3.76169 -2.61642 0.465
H 4.77186 -1.31433 0.07893 0.335
H 3.56931 -0.11479 -0.46497 0.075
H 5.20814 -0.22057 -1.26099 0.478
C -1.23361 6.98311 -3.04475 -0.854
N 0.16341 6.61729 -2.55232 0.005
C 1.31589 7.32056 -3.10995 -0.950
C 0.19300 5.51724 -1.83711 0.429
N 0.18811 4.65093 -1.05111 -0.540
H -1.11749 8.01922 -3.45554 0.308
H -1.91598 7.09418 -2.14615 0.307
H -1.62306 6.25497 -3.78566 0.276
H 1.53551 6.95916 -4.11571 0.322
H 2.15504 7.00628 -2.46986 0.354
H 1.20741 8.35489 -3.04541 0.359
```

The value obtained for the HOMO energy is -9.83 eV. The LUMO energy is -1.910 eV. The frontier orbital gap is 0.2909 Eh. Its charge is +1.


ORCA calculation (wB97M-V/def2-TZVPD) on 4 unconnected molecules or ions with the total composition C36H68F13N4O3PS.

```
126
Properties=species:S:1:pos:R:3:mulliken_spin:R:1
C -3.76287 -1.42094 0.32017 0.000
C -3.81975 -1.21898 1.84543 0.018
P -4.71040 0.24470 2.50733 0.000
C -5.34956 1.05307 1.00455 0.000
N -3.30934 1.47493 2.82490 0.001
C -1.90429 0.95432 3.00392 0.015
C -1.21254 0.76991 1.65728 0.008
C -0.79636 2.09313 1.04015 0.000
F -0.17865 2.87345 1.96744 0.002
F -1.90965 2.79320 0.63459 0.000
C 0.20558 1.99836 -0.15829 -0.003
F 0.35860 3.22509 -0.67419 0.000
F 1.39017 1.55589 0.34877 0.003
C -0.24302 1.00576 -1.26583 0.000
F 0.06609 -0.22472 -0.84023 0.000
F -1.58395 1.08786 -1.38068 0.000
C 0.40465 1.32838 -2.65735 0.000
F -0.21836 2.38195 -3.13497 0.000
F 1.66648 1.62830 -2.44669 0.000
S 0.35013 -0.05885 -3.97678 0.000
F -0.91777 -0.71152 -3.25569 0.000
F -0.62016 0.76500 -4.90393 0.000
F 1.59942 0.59395 -4.69754 0.000
F 1.31977 -0.91507 -3.04666 0.000
F 0.34925 -1.23265 -5.02358 0.000
H -4.71493 -1.79579 -0.06776 0.000
H -3.48808 -0.51464 -0.22817 0.000
H -3.00834 -2.18211 0.08939 0.000
H -2.81622 -1.29032 2.26847 -0.017
H -4.36297 -2.05459 2.31123 0.008
H -5.90924 0.30964 0.42814 0.000
H -4.56648 1.47428 0.36129 0.000
H -6.03055 1.85648 1.30639 0.000
H -3.57347 1.94224 3.69389 0.000
H -3.31170 2.19447 2.09853 0.000
H -1.95821 0.00888 3.54955 -0.002
H -1.36038 1.64648 3.64843 0.003
H -0.32744 0.14193 1.79285 -0.017
H -1.87461 0.25636 0.95271 0.004
C 0.63835 2.78835 -7.68477 0.027
C 1.07387 2.07684 -8.97004 -0.015
C 2.55242 1.67539 -8.90580 0.033
C 3.50801 2.85683 -9.05611 -0.021
C 3.21189 3.62234 -10.34442 0.033
C 1.75735 4.09239 -10.44683 -0.004
N 0.84858 2.92242 -10.18680 0.403
O 0.61105 2.22430 -11.23922 0.539
C 1.49757 5.25442 -9.47623 0.028
C 1.46478 4.60197 -11.85324 -0.003
C 0.20996 0.82610 -9.09264 -0.004
H 0.86879 2.14598 -6.83362 0.002
H 1.12808 3.73821 -7.50498 0.001
H -0.43863 2.96515 -7.68976 -0.015
H 2.75178 0.95645 -9.70620 0.002
H 2.72507 1.15450 -7.96047 0.003
H 3.43851 3.51742 -8.18724 0.000
H 4.53598 2.49105 -9.07990 0.001
H 3.85947 4.49804 -10.43313 0.001
H 3.43195 2.97477 -11.19862 0.003
H 0.42734 5.41100 -9.33583 -0.013
H 1.91922 6.16549 -9.90086 0.001
H 1.96084 5.12291 -8.50219 0.001
H 1.70225 3.86087 -12.61084 0.002
H 2.07344 5.48971 -12.03101 0.000
H 0.41418 4.87384 -11.95896 -0.003
H -0.83608 1.08801 -9.25230 -0.004
H 0.28989 0.26338 -8.15956 0.000
H 0.52895 0.18883 -9.91258 0.002
C 4.49496 -0.30205 4.52564 0.012
C 3.24891 0.30740 3.87336 -0.009
C 3.58617 1.57176 3.07514 0.031
C 3.91117 2.78446 3.94048 -0.021
C 2.76686 3.05426 4.91693 0.033
C 2.39868 1.84371 5.78149 -0.002
N 2.19430 0.65493 4.88053 0.480
O 1.00704 0.57158 4.40498 0.442
C 3.47917 1.58453 6.84080 0.014
C 1.09136 2.10151 6.52229 0.001
C 2.68927 -0.75813 2.93676 -0.016
H 5.23854 -0.48970 3.75100 0.000
H 4.96210 0.32883 5.27094 -0.001
H 4.24940 -1.25478 4.99712 -0.007
H 2.72583 1.81150 2.44352 0.006
H 4.41574 1.33880 2.40434 0.003
H 4.85629 2.63512 4.46863 -0.002
H 4.05192 3.65938 3.30474 0.001
H 3.01056 3.88539 5.58222 0.003
H 1.88212 3.35290 4.34406 0.002
H 3.37745 0.58640 7.26801 -0.008
H 3.35933 2.30936 7.64542 0.001
H 4.49173 1.70155 6.46729 0.000
H 0.28784 2.38071 5.84467 0.005
H 1.24980 2.92140 7.22258 0.000
H 0.77918 1.22105 7.08533 0.001
H 2.32713 -1.62224 3.49531 0.003
H 3.49057 -1.08530 2.27337 -0.001
H 1.87634 -0.37501 2.32653 0.015
C -3.45623 -6.99847 4.67285 0.013
C -3.13752 -5.71340 3.90012 -0.003
C -1.82333 -5.84223 3.12138 0.028
C -0.58196 -5.80140 4.00765 -0.018
C -0.57541 -4.53560 4.86027 0.034
C -1.84224 -4.36901 5.70512 0.000
N -3.04505 -4.52009 4.81074 0.469
O -3.38581 -3.42202 4.23850 0.459
C -1.85318 -5.37438 6.86630 0.015
C -1.88818 -2.97348 6.31770 -0.016
C -4.29218 -5.48553 2.93171 -0.007
H -3.46963 -7.83451 3.97308 0.001
H -2.74217 -7.24273 5.44880 -0.001
H -4.44251 -6.92751 5.13306 -0.008
H -1.76631 -5.02337 2.39563 0.004
H -1.85858 -6.77083 2.54816 0.002
H -0.53413 -6.69303 4.63740 -0.001
H 0.31174 -5.82310 3.38195 0.001
H 0.28426 -4.52561 5.53471 0.002
H -0.47427 -3.66508 4.20197 -0.001
H -2.85021 -5.45869 7.29933 -0.009
H -1.17697 -5.01838 7.64340 0.001
H -1.51037 -6.36624 6.58858 0.000
H -1.79622 -2.19433 5.56472 0.018
H -1.05579 -2.87697 7.01565 0.000
H -2.81868 -2.81592 6.86387 0.000
H -5.21773 -5.27530 3.46741 0.001
H -4.43088 -6.39481 2.34524 0.000
H -4.09593 -4.66214 2.24829 0.008
```

The value obtained for the HOMO energy (alpha / beta) is -9.14 / -10.33 eV. Its multiplicity is 4. The LUMO energy (alpha / beta) is -2.483 / -2.483 eV. The frontier orbital gap (alpha / beta) is 0.2447 / 0.2885 Eh. Its charge is +1.


ORCA calculation (wB97M-V/def2-TZVPD) on 2 unconnected molecules or ions with the total composition C3H9NO2.

```
15
Properties=species:S:1:pos:R:3:mulliken_charge:R:1
C 2.15029 1.39208 1.21886 -1.026
C 0.95675 0.85197 0.50132 0.771
O -0.10605 1.44684 0.45571 -0.606
O 1.17541 -0.30065 -0.09059 -0.542
H 3.04061 1.30032 0.59188 0.303
H 1.96654 2.43153 1.48240 0.292
H 2.33277 0.78598 2.10536 0.262
H 0.28543 -0.55248 -0.59434 0.512
C -1.98297 -1.17865 -0.31835 -0.695
N -0.97304 -0.87779 -1.34570 -0.598
H -1.98583 -2.24736 -0.12344 0.297
H -1.72322 -0.61926 0.58552 0.213
H -2.98366 -0.87954 -0.62845 0.309
H -0.97863 -1.57167 -2.07861 0.232
H -1.17441 0.01867 -1.76157 0.276
```

The value obtained for the HOMO energy is -9.72 eV. The LUMO energy is 0.889 eV. The calculation puts the energy above the lowest of the compared OMol25 structures with the same formula, charge and spin at 31.0 kJ/mol. The frontier orbital gap is 0.3898 Eh.


Summary of E in eV
-6692.569, -103803.867, -7863.975, -85966.346, -105978.060, -8842.634
(order as listed above)
Summary of max |F| in eV/Å
4.90, 3.33, 2.52, 3.27, 1.00, 0.77
(order as listed above)